The following is a DFT calculation (the ωB97M-V functional and the def2-TZVPD basis) of C5H9NO as an isolated structure at a distorted geometry.

Summary:
E_LUMO in eV: 1.042
Molecular weight in Da: 99.13
Calculated total energy in eV: -8864.17767
Energy above the lowest of the compared OMol25 structures with the same formula, charge and spin in kJ/mol: 485.8
HOMO-LUMO gap in eV: 10.0

Element x y z (Å)
C1 -2.1314 -0.9142 0.8340
N1 -0.8457 -0.7565 0.1710
C2 0.4034 -0.5529 0.9213
C3 -0.3384 0.5661 0.1229
C4 1.0075 0.9014 -0.3774
O1 1.7258 1.4713 0.4501
C5 1.4826 0.4867 -1.7275
H1 -2.3307 -1.9806 0.9673
H2 -2.9235 -0.4893 0.2080
H3 -2.1402 -0.4191 1.8126
H4 0.9148 0.2684 1.5830
H5 1.1870 -1.1120 0.4098
H6 -0.7883 1.2878 0.8149
H7 2.5676 0.3745 -1.7046
H8 0.9919 -0.4277 -2.0712
H9 1.2175 1.2961 -2.4142

Formally, the Löwdin partial charges of the atoms, in units of the elementary charge, are as follows:
1. C -0.081
2. N -0.093
3. C -0.074
4. C -0.196
5. C -0.510
6. O -0.005
7. C -0.002
8. H 0.084
9. H 0.088
10. H 0.088
11. H 0.162
12. H 0.113
13. H 0.151
14. H 0.091
15. H 0.090
16. H 0.094